# 1
86
Properties=species:S:1:pos:R:3 method="wB97M-V/def2-TZVPD" total_charge=+1 homo_ha=-0.3485 orbital_gap_ev=7.277 spin_multiplicity=1 total_energy_ev=-286658.489
Cd -0.009 -0.040 -0.387
C -1.913 -0.034 -3.417
C -1.169 -1.333 -3.288
C -1.277 -2.327 -4.282
C -0.669 -3.534 -4.103
C 0.078 -3.783 -2.931
C 0.661 -5.027 -2.601
Br 0.555 -6.490 -3.802
C 1.292 -5.196 -1.405
C 1.438 -4.115 -0.523
Br 2.264 -4.420 1.149
C 0.998 -2.831 -0.814
O 1.254 -1.790 -0.066
C 0.211 -2.708 -2.020
N -0.430 -1.517 -2.215
H -2.422 0.034 -4.377
H -1.226 0.808 -3.311
H -2.662 0.041 -2.625
H -1.858 -2.127 -5.172
H -0.759 -4.314 -4.847
H 1.692 -6.164 -1.132
F 2.522 2.957 6.699
C 2.504 2.541 5.444
C 3.660 2.546 4.693
F 4.794 2.978 5.227
C 3.630 2.104 3.385
F 4.788 2.145 2.726
C 2.465 1.650 2.772
P 2.457 1.077 1.001
C 3.938 0.003 1.023
C 4.013 -0.926 2.059
C 5.062 -1.828 2.123
C 6.039 -1.834 1.138
C 5.957 -0.932 0.088
C 4.910 -0.021 0.027
C 2.921 2.675 0.206
C 1.836 3.460 -0.194
C 2.025 4.680 -0.826
C 3.313 5.134 -1.079
C 4.400 4.379 -0.662
C 4.209 3.162 -0.018
C 1.308 1.669 3.558
Br -0.363 1.112 2.887
C 1.328 2.102 4.871
F 0.221 2.108 5.611
H 3.243 -0.947 2.823
H 5.110 -2.541 2.937
H 6.853 -2.546 1.182
H 6.714 -0.929 -0.687
H 4.861 0.669 -0.803
H 0.830 3.107 0.005
H 1.170 5.271 -1.129
H 3.467 6.080 -1.584
H 5.407 4.745 -0.824
H 5.072 2.615 0.332
C -5.155 -1.919 0.991
N -3.767 -1.834 1.443
C -3.201 -3.055 2.009
C -2.890 -0.929 0.922
N -1.620 -1.077 0.856
N -3.492 0.254 0.475
C -2.925 1.384 -0.096
N -3.849 2.352 -0.363
N -1.678 1.493 -0.389
H -5.678 -2.622 1.632
H -5.233 -2.270 -0.041
H -5.690 -0.973 1.080
H -3.965 -3.543 2.608
H -2.370 -2.814 2.670
H -2.860 -3.754 1.239
H -1.293 -1.980 1.177
H -4.455 0.353 0.730
H -4.763 2.327 0.051
H -3.518 3.261 -0.630
H -1.464 2.372 -0.846
C 3.868 1.856 -4.090
N 2.517 1.895 -3.561
C 1.999 1.025 -2.670
N 2.728 -0.070 -2.365
O 0.892 1.265 -2.137
H 3.949 2.594 -4.884
H 4.090 0.885 -4.536
H 4.615 2.086 -3.327
H 1.991 2.745 -3.658
H 3.595 -0.277 -2.823
H 2.408 -0.687 -1.628

***

# 2
76
Properties=species:S:1:pos:R:3 method="wB97M-V/def2-TZVPD" total_charge=+1 homo_ha="-0.3776 / -0.3904" orbital_gap_ev="7.183 / 6.748" spin_multiplicity=2 total_energy_ev=-139602.405
Ir 0.323 -0.354 -0.027
I 2.618 0.161 -1.073
C 2.652 2.176 -0.568
C 3.696 2.978 -0.916
C 3.632 4.344 -0.568
C 2.533 4.830 0.076
C 1.453 3.986 0.439
C 0.316 4.495 1.107
C -0.698 3.655 1.454
C -0.613 2.273 1.174
C 0.462 1.709 0.526
C 1.510 2.600 0.137
H 4.552 2.593 -1.453
H 4.456 4.995 -0.822
H 2.467 5.882 0.323
H 0.267 5.553 1.329
H -1.572 4.037 1.966
H -1.453 1.660 1.463
C -1.402 -0.495 3.071
Si 0.284 -0.811 2.284
C 1.623 0.125 3.195
C 0.529 -2.661 2.508
C 0.391 -3.241 3.776
C 0.495 -4.609 3.950
C 0.757 -5.428 2.857
C 0.919 -4.865 1.604
C 0.796 -3.483 1.420
Si 1.173 -2.686 -0.221
C 3.020 -2.928 -0.488
C 0.273 -3.452 -1.683
H -1.240 -0.421 4.149
H -2.061 -1.347 2.890
H -1.926 0.407 2.772
H 1.576 -0.102 4.262
H 1.499 1.201 3.072
H 2.615 -0.150 2.835
H 0.202 -2.617 4.643
H 0.382 -5.041 4.935
H 0.838 -6.500 2.989
H 1.158 -5.509 0.763
H 3.257 -3.978 -0.300
H 3.616 -2.333 0.203
H 3.342 -2.708 -1.508
H 0.703 -4.440 -1.870
H 0.416 -2.856 -2.586
H -0.799 -3.574 -1.520
C -1.126 1.956 -2.678
O -1.332 0.865 -1.785
C -2.561 0.682 -1.249
C -3.665 1.482 -1.506
C -4.907 1.146 -0.964
Br -6.378 2.278 -1.270
C -5.077 -0.008 -0.229
C -3.965 -0.809 0.040
C -2.696 -0.409 -0.388
O -1.593 -1.130 0.020
C -4.063 -2.121 0.676
N -3.005 -2.910 0.779
C -3.467 -4.111 1.307
C -2.805 -5.308 1.568
C -3.558 -6.353 2.060
C -4.936 -6.222 2.294
C -5.608 -5.043 2.030
C -4.846 -3.998 1.525
N -5.193 -2.717 1.116
H -1.820 1.898 -3.518
H -0.105 1.857 -3.033
H -1.237 2.906 -2.151
H -3.580 2.346 -2.147
H -6.059 -0.271 0.135
H -1.960 -2.152 0.274
H -1.746 -5.406 1.386
H -3.081 -7.302 2.263
H -5.487 -7.067 2.681
H -6.670 -4.945 2.204
H -6.118 -2.325 1.101

***

# 3
78
Properties=species:S:1:pos:R:3 method="wB97M-V/def2-TZVPD" total_charge=+3 homo_ha="-0.6090 / -0.6090" orbital_gap_ev="8.290 / 8.363" spin_multiplicity=6 total_energy_ev=-147593.522
Sm -0.160 -0.565 0.163
C 1.446 0.471 -4.194
C 0.585 1.439 -4.690
C -0.574 1.724 -3.985
C -0.837 1.054 -2.789
N 0.031 0.152 -2.284
C 1.129 -0.132 -2.987
C -2.097 1.242 -2.029
C -3.140 2.060 -2.469
C -4.318 2.099 -1.743
C -4.435 1.335 -0.595
C -3.345 0.559 -0.195
N -2.206 0.523 -0.901
C -3.394 -0.315 0.998
C -4.418 -0.223 1.939
C -4.466 -1.127 2.989
C -3.511 -2.133 3.042
C -2.504 -2.139 2.089
N -2.410 -1.235 1.109
H 2.340 0.189 -4.728
H 0.808 1.953 -5.614
H -1.252 2.467 -4.371
H 1.787 -0.890 -2.564
H -3.062 2.647 -3.366
H -5.151 2.694 -2.083
H -5.364 1.338 -0.053
H -5.158 0.556 1.875
H -5.235 -1.053 3.743
H -3.532 -2.885 3.813
H -1.735 -2.908 2.097
O -2.679 4.373 4.125
C -2.135 3.617 3.203
C -2.115 3.884 1.823
C -1.531 2.976 0.964
N -0.973 1.821 1.354
C -0.967 1.613 2.669
Br -0.053 -0.002 3.180
C -1.505 2.429 3.626
H -3.093 5.191 3.807
H -2.538 4.796 1.430
H -1.505 3.179 -0.100
H -1.451 2.203 4.676
C 2.895 -3.378 2.710
C 2.939 -4.576 2.018
C 2.304 -4.645 0.788
C 1.619 -3.533 0.301
N 1.526 -2.383 1.002
C 2.186 -2.324 2.161
C 0.914 -3.568 -0.997
C 1.313 -4.415 -2.029
C 0.547 -4.486 -3.180
C -0.606 -3.717 -3.260
C -0.897 -2.849 -2.219
N -0.150 -2.747 -1.115
H 3.381 -3.254 3.662
H 3.457 -5.430 2.425
H 2.312 -5.564 0.226
H 2.160 -1.380 2.687
H 2.212 -5.004 -1.940
H 0.833 -5.138 -3.991
H -1.260 -3.792 -4.113
H -1.779 -2.217 -2.258
C 5.017 1.204 -1.693
C 3.822 1.782 -0.960
S 3.291 0.627 0.380
O 1.763 0.578 0.256
C 3.558 1.670 1.871
C 2.780 2.971 1.854
H 5.347 1.903 -2.458
H 4.775 0.259 -2.175
H 5.848 1.035 -1.015
H 2.957 1.886 -1.616
H 4.063 2.749 -0.528
H 4.632 1.831 1.962
H 3.230 1.036 2.696
H 3.275 3.735 1.259
H 2.687 3.352 2.869
H 1.778 2.807 1.450

***

# 4
79
Properties=species:S:1:pos:R:3 method="wB97M-V/def2-TZVPD" total_charge=+1 homo_ha="-0.3584 / -0.3584" orbital_gap_ev="7.697 / 7.702" spin_multiplicity=2 total_energy_ev=-106951.449
Co 0.133 0.650 0.064
C 4.469 3.688 1.843
N 3.686 2.490 1.574
C 4.043 1.212 1.900
C 3.023 0.409 1.477
N 2.049 1.178 0.908
C 2.467 2.429 0.976
P 1.587 3.864 0.284
C -0.050 3.541 1.002
N -0.793 2.488 0.717
C -1.975 2.655 1.379
C -1.938 3.829 2.075
N -0.715 4.390 1.828
C -0.229 5.653 2.363
C 1.274 3.139 -1.354
N 0.885 1.899 -1.609
C 0.805 1.803 -2.970
C 1.138 2.998 -3.539
N 1.435 3.840 -2.507
C 1.835 5.234 -2.639
H 5.388 3.396 2.343
H 4.719 4.200 0.916
H 3.918 4.368 2.490
H 4.973 0.982 2.388
H 2.937 -0.663 1.537
H -2.772 1.937 1.300
H -2.669 4.305 2.705
H -1.010 6.091 2.977
H 0.653 5.496 2.980
H 0.013 6.343 1.556
H 0.527 0.890 -3.466
H 1.189 3.312 -4.566
H 1.860 5.484 -3.696
H 1.122 5.887 -2.140
H 2.826 5.391 -2.217
N -0.217 -0.081 2.099
C -1.493 -0.378 2.683
C -1.582 -0.354 4.072
C -2.727 -0.756 4.730
C -3.783 -1.241 3.975
C -3.708 -1.221 2.594
C -2.601 -0.717 1.891
C -2.686 -0.528 0.399
C -3.936 -0.753 -0.207
C -4.125 -0.680 -1.573
C -3.048 -0.381 -2.392
C -1.830 -0.090 -1.801
C -1.616 -0.112 -0.418
H 0.267 -0.946 1.872
H 0.364 0.406 2.772
H -0.715 -0.039 4.644
H -2.778 -0.728 5.810
H -4.669 -1.634 4.455
H -4.549 -1.612 2.044
H -4.803 -0.976 0.396
H -5.107 -0.860 -1.991
H -3.162 -0.353 -3.469
H -1.004 0.164 -2.452
S 1.672 -4.798 -3.338
C 1.392 -3.517 -2.172
C 0.431 -3.538 -1.165
C 0.288 -2.427 -0.358
N 1.024 -1.317 -0.477
C 1.958 -1.315 -1.434
C 2.179 -2.371 -2.292
C 0.675 -6.131 -2.716
C -0.465 -6.510 -3.404
C -1.202 -7.579 -2.909
N -0.876 -8.251 -1.811
C 0.229 -7.881 -1.167
C 1.043 -6.837 -1.579
H -0.220 -4.386 -1.015
H -0.476 -2.432 0.410
H 2.555 -0.413 -1.513
H 2.955 -2.305 -3.043
H -0.775 -5.987 -4.299
H -2.102 -7.903 -3.419
H 0.482 -8.453 -0.282
H 1.941 -6.583 -1.032

***

# 5
73
Properties=species:S:1:pos:R:3 method="wB97M-V/def2-TZVPD" total_charge=+1 homo_ha=-0.3502 orbital_gap_ev=4.415 spin_multiplicity=1 total_energy_ev=-46953.398
C 6.231 5.323 -0.287
O 5.933 3.909 -0.250
C 4.642 3.528 -0.400
C 4.342 2.160 -0.153
C 3.036 1.742 -0.150
C 1.953 2.658 -0.375
C 0.623 2.191 -0.249
C -0.568 2.949 -0.140
C -1.807 2.259 -0.325
C -2.993 2.956 -0.310
C -2.997 4.358 -0.092
O -4.231 4.922 -0.178
C -5.185 3.833 -0.505
C -4.407 2.516 -0.513
C -1.807 5.062 0.173
C -0.627 4.353 0.179
C 2.296 3.990 -0.755
C 3.605 4.427 -0.752
H 7.301 5.367 -0.091
H 6.003 5.755 -1.270
H 5.675 5.870 0.489
H 5.168 1.481 0.055
H 2.796 0.694 0.040
H 0.492 1.110 -0.242
H -1.818 1.178 -0.493
H -5.983 3.854 0.246
H -5.614 4.053 -1.490
H -4.540 1.973 -1.452
H -4.750 1.866 0.301
H -1.862 6.133 0.357
H 0.292 4.875 0.439
H 1.528 4.693 -1.069
H 3.840 5.467 -0.990
O 6.017 -2.811 -0.549
N 5.108 -3.571 -0.960
O 5.254 -4.306 -1.964
C 3.869 -3.592 -0.265
C 2.782 -4.327 -0.784
C 1.551 -4.254 -0.165
C 1.337 -3.425 0.984
C 0.044 -3.202 1.599
C -1.145 -3.057 0.893
N -2.329 -2.877 1.536
C -2.384 -2.685 2.980
C -3.837 -2.285 3.297
C -4.562 -2.133 1.955
C -3.515 -2.370 0.854
C -1.154 -2.983 -0.605
C -0.366 -1.999 -1.214
C -0.329 -1.859 -2.597
C -1.086 -2.724 -3.393
C -1.854 -3.731 -2.801
C -1.888 -3.868 -1.411
C 2.482 -2.777 1.532
C 3.712 -2.830 0.911
H 2.948 -4.911 -1.688
H 0.724 -4.825 -0.589
H 0.018 -3.150 2.692
H -2.083 -3.588 3.531
H -1.703 -1.876 3.295
H -4.308 -3.056 3.912
H -3.840 -1.342 3.853
H -5.363 -2.872 1.861
H -4.994 -1.133 1.843
H -3.295 -1.413 0.340
H -3.881 -3.061 0.081
H 0.240 -1.356 -0.576
H 0.291 -1.075 -3.033
H -1.069 -2.608 -4.476
H -2.435 -4.418 -3.419
H -2.455 -4.680 -0.948
H 2.359 -2.187 2.442
H 4.575 -2.292 1.296

***

# 6
87
Properties=species:S:1:pos:R:3 method="wB97M-V/def2-TZVPD" total_charge=-1 homo_ha=-0.2121 orbital_gap_ev=5.779 spin_multiplicity=1 total_energy_ev=-73367.689
C 0.324 -0.270 0.697
O 1.374 -0.292 1.414
O -0.800 -0.124 1.214
O 0.454 -0.001 -0.622
H -0.725 -0.253 2.084
C -1.334 3.221 -1.440
C -1.343 4.627 -1.840
C -2.411 5.677 -1.202
C -3.669 5.020 -0.569
C -3.446 3.583 -0.089
C -2.311 2.725 -0.633
N -4.812 5.852 -0.258
O -5.846 5.236 0.100
O -4.732 7.085 -0.326
H -0.541 2.416 -1.825
H -0.826 4.953 -2.582
H -2.405 6.657 -1.847
H -4.103 3.137 0.668
H -2.132 1.786 -0.158
C -4.065 -3.365 -2.237
C -2.991 -2.305 -2.013
C -3.037 -1.507 -0.687
C -4.319 -1.674 0.201
C -5.229 -2.806 -0.029
C -5.063 -3.609 -1.310
N -4.560 -0.613 1.223
O -4.379 0.623 0.933
O -4.942 -0.997 2.332
H -4.261 -3.673 -3.120
H -2.249 -2.011 -2.433
H -2.585 -0.557 -0.573
H -6.192 -2.957 0.361
H -5.807 -4.293 -1.583
C 3.416 3.926 0.026
C 4.356 4.917 0.741
C 4.604 4.931 2.256
C 3.894 3.845 3.050
C 2.881 2.870 2.339
C 2.778 2.939 0.814
N 4.027 3.756 4.495
O 3.016 3.283 5.186
O 5.126 3.892 4.958
H 3.291 3.845 -1.056
H 4.845 5.640 0.096
H 5.329 5.603 2.611
H 2.342 2.102 3.097
H 2.228 2.057 0.429
C 4.392 -1.739 -3.372
C 5.579 -1.452 -4.295
C 6.105 -0.030 -4.375
C 5.337 1.127 -3.539
C 4.150 0.638 -2.690
C 3.766 -0.747 -2.676
N 5.769 2.457 -3.582
O 6.917 2.552 -4.194
O 5.315 3.362 -2.763
H 4.109 -2.677 -3.416
H 6.043 -2.133 -4.995
H 6.919 0.427 -4.915
H 3.534 1.392 -2.148
H 2.935 -0.886 -1.978
C 0.120 -3.521 -1.339
C -0.136 -4.506 -2.442
C -0.900 -5.830 -2.220
C -1.372 -6.071 -0.819
C -1.042 -5.193 0.282
C -0.213 -3.817 -0.048
N -2.347 -7.251 -0.666
O -3.143 -7.690 -1.633
O -2.429 -7.643 0.579
H 0.591 -2.637 -1.415
H 0.434 -4.471 -3.473
H -1.130 -6.701 -2.703
H -1.121 -5.642 1.174
H 0.028 -3.041 0.634
C 0.301 -0.328 4.363
O 0.248 0.843 4.798
N -0.777 -1.073 4.291
C -0.775 -2.369 3.659
C -2.129 -0.489 4.702
H 1.133 -0.925 3.799
H -1.028 -2.243 2.555
H -1.177 -3.016 4.249
H 0.235 -2.643 3.604
H -2.027 0.104 5.523
H -3.049 -1.212 4.815
H -2.332 0.177 3.774

***

Number 1: strongest force on any atom 0.61 eV/A. Number 2: strongest force on any atom 0.85 eV/A. Number 3: strongest force on any atom 1.14 eV/A. Number 4: strongest force on any atom 1.48 eV/A. Number 5: strongest force on any atom 3.26 eV/A. Number 6: strongest force on any atom 16.00 eV/A.